[1]
2 unconnected molecules or ions with the total composition CH7N2S. Source: OMol25; level of theory: the ωB97M-V functional and the def2-TZVPD basis.

The HOMO energy comes out at -2.7126 eV. The calculation puts the frontier orbital gap at 6.795 eV. Its charge is -1.

Last column: Mulliken charge in e.
Cartesian coordinates (Å):
S  2.94298  0.51897  -1.35131  -0.8193
H  2.41698  1.44733  -0.64755  -0.1136
N  -0.13830  0.39945  -0.92372  -0.6843
C  -0.45675  -0.55770  0.15567  -0.2522
N  -1.65643  -0.55639  1.07153  -0.5672
H  0.59659  0.05328  -1.49986  0.2842
H  0.16648  1.24283  -0.40945  0.2776
H  0.35663  -0.39421  0.78251  0.2254
H  -0.53692  -1.63427  -0.17639  0.2540
H  -2.39313  0.21345  0.99489  0.1812
H  -1.29811  -0.73273  2.00368  0.2141

=====

[2]
2 unconnected molecules or ions with the total composition C7H16NP. Source: OMol25; level of theory: the ωB97M-V functional and the def2-TZVPD basis.

The HOMO energy comes out at -8.1813 eV. As for the SMILES: CC(C)=C=N.CC(C)P. The calculation puts the frontier orbital gap at 9.010 eV.

Last column: Mulliken charge in e.
Cartesian coordinates (Å):
C  0.37655  0.44907  -2.05327  0.1680
C  -0.58647  2.70346  -2.66470  -1.3684
C  1.37594  2.38246  -0.93998  -1.1093
C  0.24957  -0.50809  1.43433  -1.1001
C  0.25397  -3.01688  2.35121  -1.1829
C  0.39373  1.75671  -1.88370  0.6193
C  -0.52618  -1.72515  1.99989  0.2758
N  0.56183  -0.67537  -2.40954  -0.5244
P  -2.11295  -2.13939  1.21916  -0.0110
H  -1.19264  3.44661  -1.99898  0.2545
H  -1.24567  2.19753  -3.23894  0.4470
H  -0.00359  3.31841  -3.30628  0.3329
H  1.10179  2.78761  0.06339  0.2489
H  1.75201  3.38567  -1.42910  0.3224
H  2.33045  1.72678  -0.90305  0.3105
H  0.93068  -0.80049  0.61795  0.2544
H  -0.59202  0.21227  1.16389  0.3099
H  0.94137  -0.03187  2.16598  0.3625
H  0.38970  -3.73270  1.49395  0.3100
H  -0.27784  -3.63691  3.09518  0.3671
H  1.23690  -2.59272  2.71568  0.3019
H  -2.73460  -1.00981  1.55620  0.0004
H  -0.92793  -1.40311  2.93475  0.1695
H  0.13855  -1.47219  -1.95484  0.3075
H  -1.83315  -1.62191  -0.02921  -0.0665

=====

[3]
A molecular structure, C5H7NO. Source: OMol25; level of theory: the ωB97M-V functional and the def2-TZVPD basis.

The HOMO energy comes out at -8.7550 eV. The calculation puts the frontier orbital gap at 9.679 eV.

Last column: Mulliken charge in e.
Cartesian coordinates (Å):
O  1.98561  -0.82721  1.11695  -0.5811
C  1.01023  -0.47335  0.51126  0.3749
C  0.00503  -1.27032  -0.42224  -0.3757
N  -0.81633  -0.12480  -0.81420  -0.4335
C  -1.25369  0.40968  0.53466  -0.3360
C  0.15765  0.96124  0.63503  -0.3539
C  0.31110  0.86135  -0.85791  -0.3839
H  -0.56162  -2.00399  0.15171  0.3049
H  0.43719  -1.75519  -1.30460  0.2601
H  -1.50669  -0.36808  1.27418  0.2504
H  -2.10537  1.08824  0.43936  0.2588
H  0.50380  1.78099  1.27172  0.4576
H  0.42676  1.56802  -1.67130  0.4305
H  1.40632  0.15341  -0.86460  0.1268

=====

[4]
A single C17H22N2O4 molecule. Source: OMol25; level of theory: the ωB97M-V functional and the def2-TZVPD basis.

The HOMO energy comes out at -8.4803 eV. As for the SMILES: Cc1c(O)ccc2c(CN3CCN(CCO)CC3)cc(=O)oc12. The calculation puts the frontier orbital gap at 8.694 eV.

Last column: Mulliken charge in e.
Cartesian coordinates (Å):
C  4.90461  -2.14330  1.83215  -1.5092
C  3.41389  -2.21984  1.92901  0.6527
C  2.77939  -3.02080  2.87445  1.2086
C  1.38424  -3.07508  2.92966  -1.1219
C  0.61676  -2.33606  2.06294  -1.0732
C  1.21425  -1.51143  1.10361  0.1325
C  2.61941  -1.47704  1.04979  0.4528
O  3.28440  -0.72564  0.14482  -0.5839
C  2.63636  0.02843  -0.79735  -0.1579
O  3.30856  0.65521  -1.57898  -0.6391
C  1.18992  0.01077  -0.75850  -0.2505
C  0.49229  -0.70171  0.15280  1.2518
C  -1.01264  -0.67950  0.16708  -1.3261
N  -1.54576  0.41539  -0.61666  0.3002
C  -1.46876  1.67880  0.09318  -0.7966
C  -1.88998  2.81037  -0.83466  -0.8630
N  -3.25746  2.60423  -1.27841  0.0074
C  -3.34659  1.33102  -1.96925  -0.5909
C  -2.91289  0.19897  -1.04215  -1.0219
H  -2.97085  -0.74878  -1.58354  0.3922
H  -3.60520  0.15930  -0.18192  0.4031
H  -4.38391  1.15030  -2.25877  0.4245
H  -2.71044  1.31669  -2.87320  0.3077
C  -3.72885  3.72465  -2.07594  -0.6137
H  -3.50629  4.63093  -1.50896  0.4493
C  -5.24030  3.66689  -2.34215  -0.6335
O  -5.57560  3.19623  -3.62550  -0.5345
H  -5.18224  2.32703  -3.76050  0.3228
H  -5.71653  3.05942  -1.56033  0.3381
H  -5.66232  4.67269  -2.30113  0.3410
H  -3.20284  3.79466  -3.04504  0.3858
H  -1.83736  3.75883  -0.29566  0.4490
H  -1.19114  2.85254  -1.68826  0.3116
H  -0.44115  1.84049  0.42372  0.5159
H  -2.12889  1.67628  0.97933  0.3030
H  -1.37228  -0.63855  1.21068  0.4013
H  -1.36464  -1.62194  -0.26688  0.5252
H  0.68413  0.60747  -1.49916  0.5067
H  -0.45724  -2.40198  2.12264  0.4107
H  0.90850  -3.70923  3.66572  0.2579
O  3.54411  -3.74411  3.73055  -0.6054
H  2.97944  -4.25206  4.32560  0.2660
H  5.23312  -1.11223  1.94788  0.3184
H  5.23166  -2.48090  0.85036  0.3147
H  5.36170  -2.76003  2.59882  0.3705

=====

[5]
11 unconnected molecules or ions with the total composition C12H46N10O11. Source: OMol25; level of theory: the ωB97M-V functional and the def2-TZVPD basis.

The HOMO energy comes out at -7.9744 eV. As for the SMILES: NC(N)=O.NC(N)=O.NC(N)=O.NC(N)=O.NC(N)=O.CCO.CO.CO.CO.CO.CO. The calculation puts the frontier orbital gap at 8.045 eV.

Last column: Mulliken charge in e.
Cartesian coordinates (Å):
C  10.24000  15.64400  6.27100  -1.2530
C  9.35900  16.51000  7.18300  0.2600
O  9.72500  17.84800  6.88400  -0.5244
H  11.27300  15.68600  6.51800  0.2542
H  10.22700  15.95600  5.20600  0.3369
H  9.83900  14.67200  6.23600  0.4292
H  9.67100  16.18400  8.18100  -0.2409
H  8.31500  16.37200  6.96700  0.4163
H  9.30100  18.10900  6.07200  0.2578
C  13.20400  20.87300  10.80400  0.4033
O  11.89000  20.84300  10.31100  -0.7986
N  13.94200  21.89000  10.74800  -0.4002
N  13.72400  19.83700  11.26500  0.1802
H  13.55600  22.73400  10.37300  0.3012
H  15.01700  21.83900  10.63600  0.2092
H  13.31500  18.86700  11.13500  -0.1992
H  14.67400  19.87400  11.61200  0.1963
C  16.20600  15.95100  11.79200  0.1486
O  15.61500  17.21000  11.66000  -0.4950
N  17.46600  15.75400  11.65000  -0.5374
N  15.47200  14.90100  11.88200  -0.0679
H  18.07900  16.53600  11.48600  0.3057
H  17.91000  14.78000  11.77100  0.2691
H  14.46800  15.00300  11.70800  -0.0299
H  15.82500  13.96400  11.88500  0.2465
C  8.81400  18.94100  10.16500  0.5245
O  7.53600  18.70200  9.64800  -0.7900
N  9.01200  19.25400  11.40400  -0.3609
N  9.90500  18.93200  9.44000  -0.2993
H  8.18800  19.07800  12.06000  0.2909
H  9.84300  18.91200  11.86700  0.2572
H  9.77600  18.61500  8.44100  0.1842
H  10.74000  19.51500  9.60000  0.2907
C  9.72200  13.63100  11.28800  0.4299
O  9.78100  14.63700  10.32800  -0.7357
N  8.64300  13.08200  11.66900  -0.3937
N  10.82100  13.24500  11.89200  -0.2824
H  7.84500  13.42700  11.09600  0.2956
H  8.52400  12.37600  12.41600  0.1949
H  11.62900  13.80700  11.59700  0.2419
H  10.96200  12.43300  12.47900  0.1768
C  12.45800  16.41300  10.65700  -0.5884
O  12.74700  15.22500  11.38600  -1.1332
N  13.27200  17.38800  10.57000  3.1876
N  11.29400  16.73000  10.22400  1.0525
H  14.19500  17.19700  11.00100  -1.2975
H  13.15900  18.14600  9.86900  -0.4723
H  10.57100  15.92200  10.24700  0.6370
H  10.77100  17.55400  9.90700  -0.6443
C  16.24100  18.90600  9.10300  0.3554
O  17.55200  19.02700  8.53800  -0.6117
H  15.60400  19.78800  9.14600  0.0285
H  16.37300  18.56400  10.13900  0.0321
H  15.57300  18.18600  8.63600  -0.2630
H  18.06200  18.28800  8.80700  0.3442
C  10.75400  17.17500  13.51300  -0.9303
O  11.25500  18.25600  12.78700  -0.8043
H  9.91000  16.72500  13.09500  0.4622
H  10.53800  17.32300  14.54400  0.4100
H  11.50400  16.34000  13.46000  0.2105
H  11.51500  17.89300  11.92700  0.4890
C  16.22900  15.45900  8.38800  -0.2362
O  17.51200  15.26800  8.96000  -0.6503
H  15.43900  15.59500  9.08500  -0.1214
H  15.95300  14.62800  7.78200  0.4295
H  16.33600  16.34100  7.76200  0.1867
H  17.46100  15.42500  9.90800  0.4277
C  13.05300  18.04000  7.40300  -0.6562
O  13.15500  19.07600  8.34300  -0.5608
H  12.56800  17.07500  7.80500  -0.1617
H  14.00400  17.88300  6.97300  0.5421
H  12.46200  18.45500  6.60400  0.3335
H  13.78400  19.64100  7.95300  0.2893
C  13.87600  17.92900  14.58000  -0.2792
O  14.93600  18.67000  15.15300  -0.5958
H  14.18200  17.81900  13.56100  -0.0201
H  12.89500  18.36800  14.72700  0.2749
H  13.80900  16.96400  15.01300  0.3227
H  14.74200  19.63700  15.12300  0.3182

=====

[6]
A molecular structure, CHClFNS. Source: OMol25; level of theory: the ωB97M-V functional and the def2-TZVPD basis.

The HOMO energy comes out at -9.4448 eV. The calculation puts the frontier orbital gap at 8.884 eV.

Last column: Mulliken charge in e.
Cartesian coordinates (Å):
C  1.82121  0.56088  0.18913  0.5246
N  -0.12590  0.43801  0.30586  -0.3908
F  2.10304  1.77866  0.60027  -0.1331
S  2.68820  -0.54124  -0.45159  -0.2083
Cl  -0.64960  2.02332  -0.17522  -0.0897
H  -0.44661  -0.02565  -0.53924  0.2974

=====

[7]
A molecular structure, C12H22F6N5O5S2Sn. Source: OMol25; level of theory: the ωB97M-V functional and the def2-TZVPD basis.

The HOMO energy (spin up / spin down) comes out at -18.6937 / -18.6917 eV. The calculation puts the frontier orbital gap (spin up / spin down) at 4.994 / 4.742 eV. Its charge is +3.

Last column: Mulliken charge in e.
Cartesian coordinates (Å):
Sn  1.62204  -0.48656  -0.49159  0.8960
F  2.11346  0.35407  4.69994  -0.1295
C  0.99457  0.14211  4.06004  0.5490
F  0.64075  -1.12659  4.11352  -0.1681
F  0.02932  0.92085  4.48179  -0.1534
S  1.25529  0.51339  2.23570  1.1634
O  2.49489  -0.08758  1.72051  -0.6041
O  0.12591  -0.13685  1.53010  -0.5596
N  1.20191  2.06314  2.10583  -0.5330
S  0.68916  2.52437  0.67843  1.4668
O  -0.72723  2.60584  0.50105  -0.7139
O  1.38849  1.71913  -0.37515  -0.4751
C  1.42761  4.23313  0.52457  0.4357
F  2.73641  4.12381  0.55157  -0.1692
F  1.01135  4.70255  -0.63364  -0.1653
F  0.98103  4.95490  1.52189  -0.1467
C  3.65199  -2.77076  0.34327  -1.4549
C  4.45840  -1.96435  -0.64264  -0.0471
O  3.75666  -0.72862  -1.04907  -0.2577
C  4.65965  0.19084  -1.79053  -0.2786
C  4.41089  1.62908  -1.43483  -1.0573
H  4.21076  -3.67696  0.57820  0.4502
H  2.70086  -3.11391  -0.07997  0.3164
H  3.48039  -2.24325  1.28140  0.3225
H  4.63511  -2.53256  -1.55602  0.3355
H  5.41552  -1.66305  -0.22303  0.4025
H  4.51122  -0.00769  -2.85145  0.2950
H  5.66948  -0.11169  -1.52574  0.3772
H  3.39212  1.94435  -1.66557  0.1624
H  5.07320  2.24581  -2.04279  0.4618
H  4.62164  1.83436  -0.38522  0.2946
C  -2.60119  -1.40603  0.50570  -0.6893
N  -2.24953  -0.81242  -0.80353  0.2154
C  -2.71380  0.58700  -0.85599  -0.9083
N  -4.17734  0.57772  -0.70626  0.3521
C  -4.57180  0.09061  0.62430  -0.4484
N  -4.06376  -1.29071  0.57556  0.4365
C  -4.80246  -2.07900  -0.42681  -0.4856
N  -4.39127  -1.40700  -1.67100  0.2568
C  -2.94030  -1.53193  -1.88709  -0.6327
C  -4.91436  -0.04285  -1.81641  -0.4268
H  -2.13683  -0.84647  1.31642  0.3607
H  -2.30863  -2.45360  0.54715  0.2994
H  -2.45142  1.02830  -1.81721  0.3984
H  -2.26543  1.17830  -0.05436  0.5922
H  -5.65277  0.10310  0.75140  0.3365
H  -4.07468  0.66200  1.40606  0.2991
H  -5.87610  -2.00757  -0.26245  0.3327
H  -4.47301  -3.11662  -0.42659  0.3243
H  -2.68150  -1.09422  -2.85045  0.3716
H  -2.66907  -2.58720  -1.88512  0.3668
H  -5.99135  0.00796  -1.67102  0.3236
H  -4.62621  0.38932  -2.77284  0.3095

=====

[8]
A molecular structure, C16H40AlB2O8S4. Source: OMol25; level of theory: the ωB97M-V functional and the def2-TZVPD basis.

The HOMO energy comes out at -12.6396 eV. The calculation puts the frontier orbital gap at 4.849 eV. Its charge is +1.

Last column: Mulliken charge in e.
Cartesian coordinates (Å):
Al  -5.31150  4.12142  -24.24167  1.2166
B  -6.59338  6.48360  -25.54605  0.5560
H  -6.82971  6.06303  -24.43802  -0.1371
H  -5.58080  6.01121  -26.00038  -0.1139
H  -7.43087  6.08842  -26.26220  -0.1051
H  -6.43347  7.63927  -25.58248  -0.0933
B  -2.95655  2.66356  -25.65091  0.5289
H  -2.95496  3.77846  -25.16694  -0.2056
H  -1.83451  2.41581  -25.92551  -0.0478
H  -3.35141  1.81921  -24.93946  -0.2728
H  -3.56828  2.73564  -26.64356  -0.1794
C  -8.59418  -0.74321  -21.62014  -0.8339
C  -9.81168  0.23016  -21.74606  -0.6615
C  -9.35456  1.47622  -22.44595  -0.7508
S  -7.70923  1.77304  -21.79919  0.9563
O  -7.82307  2.42981  -20.51754  -0.6471
O  -6.80961  2.31459  -22.81817  -0.4991
C  -7.29675  0.04451  -21.49660  -0.1578
H  -8.54870  -1.34265  -22.52664  0.3477
H  -8.83250  -1.35374  -20.75316  0.2608
H  -10.23401  0.31536  -20.74765  0.3521
H  -10.53013  -0.32224  -22.35096  0.3460
H  -9.89158  2.41706  -22.32883  0.4888
H  -9.17573  1.36946  -23.51860  0.3554
H  -6.78200  0.06927  -20.53595  0.3654
H  -6.55366  -0.32201  -22.20440  0.1069
C  0.83195  4.77295  -22.08331  -0.6534
C  0.47767  6.21497  -21.70494  -0.8416
C  -1.04532  6.41032  -21.69487  -0.5034
S  -1.81362  4.78713  -21.91982  0.9335
O  -2.86183  4.77221  -22.92883  -0.5191
O  -2.01003  4.11690  -20.65433  -0.6895
C  -0.34560  4.10420  -22.75976  -0.5746
H  1.03304  4.19918  -21.17998  0.3182
H  1.64788  4.85716  -22.79722  0.3249
H  0.94459  6.90317  -22.40793  0.3561
H  0.92469  6.51575  -20.75685  0.2911
H  -1.28978  6.99976  -22.58530  0.2670
H  -1.68049  7.02056  -21.05069  0.4958
H  -0.57376  4.39493  -23.79171  0.4485
H  -0.32577  3.02646  -22.91582  0.2728
C  -5.10480  10.08818  -21.29483  -0.7133
C  -5.01006  10.50669  -22.78710  -0.7854
C  -5.30295  9.30811  -23.67348  -0.8314
S  -4.34404  8.01766  -22.87220  1.0704
O  -2.97909  8.31799  -23.26142  -0.7276
O  -4.98112  6.71716  -23.00576  -0.4804
C  -4.47538  8.67129  -21.17321  -0.6499
H  -6.13312  10.17405  -20.94633  0.2901
H  -4.59351  10.84193  -20.69664  0.3444
H  -4.02212  10.81742  -23.13618  0.3164
H  -5.64496  11.35995  -23.02346  0.4330
H  -4.92961  9.27592  -24.69407  0.5199
H  -6.35340  9.01754  -23.62592  0.3438
H  -3.48759  8.70378  -20.72625  0.3141
H  -5.19584  8.02482  -20.67527  0.4884
C  -1.18893  0.78746  -21.13809  -0.4130
C  -2.12299  0.10080  -20.12103  -0.9607
C  -3.54971  0.46702  -20.51295  -0.6012
S  -3.58600  0.76437  -22.29767  0.9238
O  -3.98705  2.12121  -22.59425  -0.3143
O  -4.32538  -0.30859  -22.92157  -0.7592
C  -1.82684  0.51666  -22.53953  -0.8009
H  -0.19492  0.33888  -21.14414  0.5100
H  -1.00091  1.84474  -20.94738  0.0330
H  -2.04337  0.23386  -19.04393  0.3922
H  -1.97769  -0.97280  -20.27257  0.3408
H  -3.85990  1.42147  -20.08438  0.4477
H  -4.24123  -0.33371  -20.26175  0.3268
H  -1.50112  1.06978  -23.41711  0.4451
H  -1.54261  -0.52991  -22.64867  0.3953

=====

no.,calculated total energy (Eh)
1,-549.98117
2,-672.30314
3,-324.56690
4,-1071.46701
5,-1859.87577
6,-1051.57740
7,-2729.09781
8,-3119.83456